# C8H9BrCl4MnNO2Si

C8H9BrCl4MnNO2Si as an isolated structure (wB97M-V/def2-TZVPD, OMol25).

Output
LUMO level (alpha / beta), eV: -4.6604 / -4.1962
Energy above the lowest of the compared OMol25 structures with the same formula, charge and spin, kJ/mol: 0.00
2S+1: 4
<S²>: 3.985
Highest occupied orbital energy (alpha / beta), eV: -12.2 / -12.2
Net charge: +1
M, g mol⁻¹: 455.9

Structure (XYZ):
```
27
Properties=species:S:1:pos:R:3:forces:R:3
Mn 0.20926 -0.28154 0.13051 0.07 0.09 0.27
Cl -1.54953 -1.83609 -2.85828 -0.09 -0.08 -0.06
Si -1.67361 -0.81620 -1.14394 0.18 0.26 -0.12
Cl 0.13181 -2.47955 0.22154 -0.04 0.17 0.11
Cl -3.21239 -1.33108 0.05772 0.01 -0.03 -0.03
Cl 2.54199 0.23295 -0.56098 -0.13 0.04 0.14
C 1.18624 -0.24676 -1.60045 -0.05 -0.07 -0.21
H 1.39440 -1.21002 -2.04924 -0.06 0.01 -0.02
H 0.96446 0.54616 -2.30720 -0.03 -0.01 0.01
N -0.10845 0.03496 2.23440 0.04 -0.16 -0.06
H -0.02375 -0.85516 2.72169 0.01 0.02 -0.02
H -1.04735 0.37975 2.42186 0.01 0.02 -0.02
H 0.53468 0.68232 2.68326 0.00 0.02 -0.05
Br -4.72305 4.96291 -3.68850 0.04 -0.01 0.04
C -3.29738 4.65508 -2.49437 -0.06 0.05 -0.05
C -2.64200 5.73324 -1.91212 0.01 -0.05 0.01
C -1.58860 5.51230 -1.03440 0.00 0.03 0.00
C -1.18968 4.22365 -0.73687 0.02 -0.05 0.00
C -1.85534 3.14728 -1.32727 0.09 0.13 0.07
C -2.91480 3.35927 -2.21022 -0.02 -0.08 -0.03
C -1.42519 1.79175 -1.01208 -0.16 -0.17 -0.15
O -2.04835 0.81023 -1.61553 0.14 -0.04 0.11
O -0.49540 1.55954 -0.20110 0.02 -0.10 0.08
H -2.95511 6.74126 -2.14632 -0.01 0.00 -0.01
H -1.08097 6.35520 -0.58690 0.00 0.00 0.00
H -0.36789 4.03990 -0.05951 0.00 0.01 0.00
H -3.42658 2.52367 -2.66511 0.00 0.01 0.00
```
Positions in Å, forces in eV/Å.

# C8H9BrI2LuO4SSc

C8H9BrI2LuO4SSc as an isolated structure in a non-equilibrium geometry (wB97M-V/def2-TZVPD, OMol25).

Output
LUMO level, eV: -17.0279
Energy above the lowest of the compared OMol25 structures with the same formula, charge and spin, kJ/mol: 207.49
2S+1: 1
Highest occupied orbital energy, eV: -21.7
Net charge: +4
M, g mol⁻¹: 754.9

Structure (XYZ):
```
27
Properties=species:S:1:pos:R:3:forces:R:3
I 4.22352 -1.43762 1.01322 -0.31 1.48 0.08
I 4.24933 1.44315 1.02207 -0.14 -1.50 0.01
Sc 0.36229 1.59584 1.89976 3.41 -0.27 -1.52
Lu 0.53578 -1.50947 2.01304 1.76 -2.14 -1.72
S 0.97278 0.10374 -0.00423 -1.71 0.32 2.39
C -1.13044 -2.82629 0.54508 -2.87 -3.74 -3.45
C -0.70960 -2.90632 3.51777 -2.18 -4.76 5.44
C -0.09270 0.00431 -1.58150 0.31 0.15 -0.99
C 0.45563 1.29567 -2.24147 -0.08 -0.65 0.16
C -1.60456 0.00050 -1.39567 0.81 -0.04 0.11
C 0.45825 -1.28318 -2.22729 0.05 0.55 0.31
C -0.64950 2.79350 3.46240 -3.55 7.04 7.31
C -1.08970 2.77882 0.56395 -5.07 6.15 -5.56
O -1.04416 -3.66130 4.33569 1.63 4.06 -4.46
O -1.72807 -3.54702 -0.13562 2.76 3.46 3.33
O -1.01267 3.59365 4.26268 2.55 -5.85 -5.74
O -1.71427 3.52696 -0.12187 4.45 -5.45 5.03
H 0.08388 1.31409 -3.27484 0.22 0.25 0.18
H 1.55807 1.26606 -2.21146 -0.39 0.18 -0.43
H 0.11867 2.17661 -1.67667 0.03 -0.13 -0.47
H -2.01690 -0.00090 -2.41686 -0.14 0.00 0.37
H -1.93962 0.88835 -0.86122 -0.23 -0.01 -0.19
H -1.93543 -0.89228 -0.86405 -0.20 0.07 -0.20
H 0.08917 -1.31267 -3.26180 0.18 -0.22 0.22
H 0.12449 -2.16865 -1.66881 0.00 0.13 -0.40
H 1.55929 -1.26013 -2.20444 -0.36 -0.12 -0.37
Br 1.87647 0.02457 3.51213 -0.93 1.02 0.55
```
Positions in Å, forces in eV/Å.

# C8H9BrO2

A 2-piece molecular cluster, C8H9BrO2 overall in a non-equilibrium geometry (wB97M-V/def2-TZVPD, OMol25).

Output
LUMO level (alpha / beta), eV: -0.0245 / 0.3373
Energy above the lowest of the compared OMol25 structures with the same formula, charge and spin, kJ/mol: 261.95
2S+1: 1
Highest occupied orbital energy (alpha / beta), eV: -7.5 / -7.1
Net charge: 0
M, g mol⁻¹: 217.1

Structure (XYZ):
```
20
Properties=species:S:1:pos:R:3:forces:R:3
C -2.11761 2.17844 -0.07709 1.47 1.13 -0.04
C -2.15520 0.89150 -0.59861 -0.24 -0.33 -0.09
C -0.85806 2.67787 0.21772 1.16 -1.38 0.24
C -1.04934 0.05831 -0.78608 0.02 2.12 1.83
C 0.30073 1.86069 0.16254 -3.37 0.91 0.08
C 0.16761 0.55120 -0.25807 1.62 -0.47 -1.26
C 2.40690 -2.22958 -0.61575 3.20 -2.37 -0.01
C 1.43514 -0.17892 -0.37441 -1.13 0.84 0.63
O -0.66545 -2.45112 1.45934 1.79 0.10 -0.78
O 1.39610 -1.45598 -0.62317 -1.50 1.03 -0.39
Br 3.02489 0.54560 0.35802 -0.02 -0.24 -0.17
H -2.90793 2.93212 0.07790 -0.18 -1.20 -0.37
H -3.12208 0.54164 -0.82606 -0.98 -0.73 -0.52
H -0.74829 3.66440 0.58760 0.06 0.87 0.26
H -1.13335 -0.94252 -1.10597 -0.17 -0.84 -0.45
H 1.19412 2.23243 0.55667 1.10 0.50 0.22
H 3.39198 -1.74936 -0.36620 -1.10 -1.09 -0.42
H 2.27436 -3.25725 -1.03106 0.02 1.26 0.48
H 0.27304 -2.75291 1.26167 -1.91 0.31 0.57
H -1.10759 -3.11653 1.98100 0.16 -0.43 0.19
```
Positions in Å, forces in eV/Å.

# C8H9ClOS

One molecule with the formula C8H9ClOS in a non-equilibrium geometry (wB97M-V/def2-TZVPD, OMol25).

Output
LUMO level, eV: 0.8281
Energy above the lowest of the compared OMol25 structures with the same formula, charge and spin, kJ/mol: 122.72
2S+1: 1
Highest occupied orbital energy, eV: -8.5
Net charge: 0
M, g mol⁻¹: 188.7

Structure (XYZ):
```
20
Properties=species:S:1:pos:R:3:forces:R:3
Cl -1.76888 2.91066 0.01896 -0.10 -0.06 0.10
C -1.33640 1.22612 0.27991 2.69 -1.29 -1.68
C -2.38966 0.19889 0.06682 -0.45 1.55 -0.29
C -1.80892 -0.99430 -0.58591 2.82 -0.54 0.43
O -0.82010 -0.50736 -1.55825 -1.91 -0.66 0.35
C -0.18669 0.61348 -1.02048 -1.99 -1.08 3.95
C 1.05437 0.23672 -0.32633 -0.11 0.05 -0.41
C 1.34526 -0.88359 0.39717 -0.48 1.35 -0.84
C 2.62933 -0.91099 0.82110 3.77 0.90 1.03
C 3.37011 0.17446 0.44750 -2.05 0.34 -0.95
S 2.39558 1.26817 -0.50311 0.85 -0.79 0.79
H -0.86624 1.08497 1.28114 0.01 0.48 -0.97
H -3.27585 0.65248 -0.39327 0.32 -0.40 -0.54
H -2.71925 -0.18755 0.96014 -1.07 -0.47 2.55
H -1.20502 -1.71699 0.12866 -1.56 1.46 -1.11
H -2.68007 -1.47584 -0.95000 -0.10 -1.19 -1.38
H -0.02734 1.27272 -1.79032 0.18 2.04 -1.55
H 0.79228 -1.70227 0.64915 -2.17 -1.68 0.19
H 3.12938 -1.63080 1.45325 -0.40 -0.42 -0.07
H 4.36812 0.37102 0.62386 1.76 0.41 0.40
```
Positions in Å, forces in eV/Å.